Record 1
{"formula": "C21H28N2O4", "method": "wB97M-V/def2-TZVPD", "gap_ev": 9.11, "smiles": "COC(=O)[C@H](Cc1ccc(O)cc1)NC(=O)N[C@]12C[C@H]3C[C@H](C[C@H](C3)C1)C2", "largest_force_ev_per_a": 0.57, "e_tot_ha": -1227.58050, "e_homo_ha": -0.315, "species": ["C", "O", "C", "O", "C", "C", "C", "C", "C", "C", "O", "C", "C", "N", "C", "O", "N", "C", "C", "C", "C", "C", "C", "C", "C", "C", "C", "H", "H", "H", "H", "H", "H", "H", "H", "H", "H", "H", "H", "H", "H", "H", "H", "H", "H", "H", "H", "H", "H", "H", "H", "H", "H", "H", "H"], "coordinates": [[-2.997, 1.695, 4.673], [-2.063, 1.140, 3.757], [-0.826, 0.946, 4.225], [-0.473, 1.258, 5.331], [0.085, 0.312, 3.182], [1.327, 1.205, 2.983], [2.165, 0.723, 1.832], [2.461, 1.569, 0.773], [3.223, 1.135, -0.299], [3.688, -0.173, -0.336], [4.423, -0.653, -1.376], [3.395, -1.030, 0.721], [2.649, -0.581, 1.791], [-0.569, 0.056, 1.926], [-0.942, -1.218, 1.604], [-0.746, -2.162, 2.345], [-1.610, -1.375, 0.406], [-1.198, -0.887, -0.915], [-1.102, 0.638, -0.996], [-0.760, 1.059, -2.428], [0.595, 0.466, -2.810], [0.519, -1.057, -2.734], [-0.549, -1.559, -3.705], [-1.902, -0.957, -3.326], [-1.829, 0.566, -3.400], [-2.266, -1.373, -1.903], [0.161, -1.482, -1.310], [-3.924, 1.826, 4.120], [-3.146, 1.018, 5.516], [-2.633, 2.653, 5.051], [0.385, -0.669, 3.573], [1.005, 2.232, 2.795], [1.901, 1.198, 3.912], [2.100, 2.588, 0.781], [3.459, 1.815, -1.107], [4.561, 0.044, -2.029], [3.763, -2.043, 0.683], [2.434, -1.259, 2.603], [-1.057, 0.822, 1.497], [-1.892, -2.348, 0.335], [-2.049, 1.086, -0.687], [-0.302, 0.994, -0.346], [-0.705, 2.153, -2.471], [0.866, 0.777, -3.821], [1.361, 0.831, -2.123], [1.490, -1.487, -3.001], [-0.288, -1.273, -4.726], [-0.605, -2.649, -3.667], [-2.671, -1.322, -4.016], [-2.798, 0.999, -3.142], [-1.581, 0.881, -4.416], [-3.234, -0.954, -1.622], [-2.343, -2.462, -1.849], [0.925, -1.139, -0.608], [0.117, -2.572, -1.246]]}

Record 2
{"formula": "C21H28N2O5S2", "method": "wB97M-V/def2-TZVPD", "gap_ev": 9.21, "smiles": "COc1ccc(S(=O)(=O)N2CCCCCC2)cc1N(C)S(=O)(=O)c1ccc(C)cc1", "largest_force_ev_per_a": 1.11, "e_tot_ha": -2099.07816, "e_homo_ha": -0.327, "species": ["C", "O", "C", "C", "C", "C", "S", "O", "O", "N", "C", "C", "C", "C", "C", "C", "C", "C", "N", "C", "S", "O", "O", "C", "C", "C", "C", "C", "C", "C", "H", "H", "H", "H", "H", "H", "H", "H", "H", "H", "H", "H", "H", "H", "H", "H", "H", "H", "H", "H", "H", "H", "H", "H", "H", "H", "H", "H"], "coordinates": [[0.469, -1.953, 3.383], [0.178, -0.656, 2.915], [1.013, -0.083, 2.002], [2.157, -0.696, 1.500], [2.914, -0.075, 0.519], [2.558, 1.179, 0.067], [3.431, 1.912, -1.321], [4.671, 1.205, -1.475], [3.470, 3.333, -1.157], [2.489, 1.573, -2.641], [1.303, 2.403, -2.767], [0.470, 2.093, -4.010], [-0.558, 0.990, -3.756], [0.041, -0.411, -3.663], [1.130, -0.539, -2.598], [2.424, 0.176, -3.000], [1.457, 1.826, 0.590], [0.666, 1.203, 1.544], [-0.520, 1.862, 1.915], [-0.891, 2.016, 3.302], [-1.769, 1.578, 0.834], [-1.211, 1.655, -0.486], [-2.849, 2.449, 1.183], [-2.235, -0.118, 1.156], [-1.650, -1.129, 0.420], [-1.929, -2.446, 0.737], [-2.784, -2.757, 1.790], [-3.094, -4.183, 2.126], [-3.368, -1.720, 2.511], [-3.095, -0.400, 2.199], [-0.337, -2.199, 4.073], [1.425, -1.983, 3.915], [0.477, -2.679, 2.566], [2.451, -1.674, 1.847], [3.789, -0.551, 0.107], [0.651, 2.301, -1.891], [1.677, 3.428, -2.798], [-0.070, 3.003, -4.276], [1.121, 1.837, -4.847], [-1.082, 1.218, -2.825], [-1.292, 0.995, -4.565], [-0.764, -1.114, -3.435], [0.462, -0.697, -4.631], [1.356, -1.598, -2.450], [0.770, -0.134, -1.650], [2.567, 0.085, -4.083], [3.289, -0.283, -2.518], [1.202, 2.819, 0.261], [-1.054, 1.061, 3.809], [-0.106, 2.569, 3.817], [-1.808, 2.601, 3.307], [-0.992, -0.870, -0.395], [-1.479, -3.243, 0.162], [-3.261, -4.304, 3.193], [-2.289, -4.843, 1.814], [-4.002, -4.493, 1.609], [-4.040, -1.951, 3.325], [-3.549, 0.414, 2.739]]}

Record 3
{"formula": "C21H28N4O2S", "method": "wB97M-V/def2-TZVPD", "gap_ev": 8.54, "smiles": "CCN(CC)CCCNC(=O)c1cc2c(-c3cccc(OC)c3)nn(C)c2s1", "largest_force_ev_per_a": 1.03, "e_tot_ha": -1584.69440, "e_homo_ha": -0.297, "species": ["C", "C", "N", "C", "C", "C", "C", "C", "N", "C", "O", "C", "C", "C", "C", "C", "C", "C", "C", "C", "O", "C", "C", "N", "N", "C", "C", "S", "H", "H", "H", "H", "H", "H", "H", "H", "H", "H", "H", "H", "H", "H", "H", "H", "H", "H", "H", "H", "H", "H", "H", "H", "H", "H", "H", "H"], "coordinates": [[-7.442, -0.125, 1.662], [-6.967, -1.007, 0.508], [-5.589, -0.713, 0.154], [-4.823, -1.876, -0.260], [-5.224, -2.507, -1.599], [-5.487, 0.439, -0.722], [-4.062, 0.978, -0.837], [-3.459, 1.239, 0.545], [-2.059, 1.585, 0.470], [-1.101, 0.628, 0.410], [-1.341, -0.562, 0.514], [0.276, 1.117, 0.240], [1.384, 0.324, 0.224], [2.580, 1.058, 0.044], [3.997, 0.986, -0.057], [4.867, -0.176, -0.009], [4.353, -1.471, -0.096], [5.210, -2.550, -0.045], [6.578, -2.375, 0.090], [7.100, -1.087, 0.171], [8.425, -0.790, 0.302], [9.348, -1.848, 0.362], [6.239, 0.004, 0.120], [4.490, 2.209, -0.210], [3.476, 3.083, -0.218], [3.706, 4.489, -0.374], [2.313, 2.431, -0.067], [0.649, 2.835, 0.033], [-8.430, -0.441, 1.988], [-6.750, -0.212, 2.495], [-7.497, 0.919, 1.368], [-7.021, -2.049, 0.831], [-7.650, -0.887, -0.351], [-3.768, -1.598, -0.291], [-4.932, -2.622, 0.532], [-4.633, -3.403, -1.768], [-5.044, -1.821, -2.424], [-6.277, -2.781, -1.598], [-5.874, 0.230, -1.736], [-6.114, 1.224, -0.292], [-4.081, 1.901, -1.421], [-3.428, 0.263, -1.362], [-3.542, 0.327, 1.139], [-3.994, 2.045, 1.052], [-1.818, 2.539, 0.254], [1.304, -0.740, 0.351], [3.294, -1.628, -0.215], [4.814, -3.553, -0.113], [7.219, -3.242, 0.129], [9.332, -2.450, -0.553], [9.166, -2.496, 1.226], [10.326, -1.381, 0.465], [6.644, 1.000, 0.184], [3.330, 5.035, 0.493], [4.779, 4.637, -0.466], [3.205, 4.860, -1.271]]}